26
Properties=species:S:1:pos:R:3:mulliken_spin:R:1 method="wB97M-V/def2-TZVPD" homo_lumo_gap_ev="11.390 / 6.791" spin_multiplicity=2 lumo_ev="-2.98 / -7.58" s_squared=0.75 charge=+1 e_above_lowest_kcal_mol=34.50 homo_ev="-14.37 / -14.37"
C -2.292 0.502 -1.584 0.0132
N -0.857 0.039 -1.524 0.7793
C -0.174 -0.106 -0.238 0.0087
C 1.124 -1.037 -0.578 0.0006
C 2.377 -0.126 -0.531 -0.0003
C 1.272 -2.322 0.397 0.0051
C 0.103 1.238 0.445 0.0975
O -1.179 1.816 0.565 0.0117
H -2.849 -0.384 -1.292 0.0430
H -2.271 0.895 -2.687 0.0016
H -2.511 1.250 -0.694 0.0575
H -0.318 0.351 -2.235 -0.0229
H -0.811 -0.780 0.360 0.0065
H 1.054 -1.493 -1.611 -0.0052
H 2.323 0.618 -1.298 0.0012
H 2.556 0.163 0.527 0.0009
H 3.280 -0.686 -0.975 0.0003
H 1.721 -3.214 -0.115 0.0011
H 0.235 -2.693 0.701 0.0004
H 1.795 -2.314 1.362 0.0003
H 0.721 1.930 -0.126 -0.0034
H 0.538 1.096 1.455 0.0026
H -0.930 2.660 0.801 0.0006
H -1.400 1.133 2.273 -0.0006
H -2.217 0.649 3.395 0.0001
O -1.291 0.818 3.207 0.0001